16
Properties=species:S:1:pos:R:3:nbo_charge:R:1 method="wB97M-V/def2-TZVPD" homo_lumo_gap_ev=5.4522 max_force_ev_per_a=1.654 total_energy_ev=-31556.271 homo_energy_ev=-6.181
F 1.228 -1.646 -2.069 -0.348
O -1.933 1.345 0.395 -0.997
C -2.109 2.585 0.149 0.382
O -0.981 3.322 0.091 -0.596
C 0.312 2.922 0.697 -0.851
C 1.482 -1.680 -0.721 0.326
O 0.350 -1.249 -0.032 -0.639
C -0.744 -2.189 0.002 -0.277
Ca -0.043 0.722 0.740 1.702
H 0.389 3.475 1.647 0.173
H 1.073 3.312 0.002 0.171
H 2.301 -0.984 -0.505 0.166
H 1.721 -2.716 -0.447 0.157
H -1.590 -1.675 0.470 0.220
H -1.008 -2.483 -1.020 0.217
H -0.448 -3.060 0.600 0.193

---

8
Properties=species:S:1:pos:R:3:nbo_charge:R:1 method="wB97M-V/def2-TZVPD" homo_lumo_gap_ev=8.2864 max_force_ev_per_a=3.948 relative_energy_ev=1.228 total_energy_ev=-16493.971 homo_energy_ev=-9.195
N 1.387 -0.006 -0.711 -0.795
C 1.915 -0.264 0.336 0.881
O 2.507 -0.479 1.300 -0.507
H 0.705 -0.301 -1.290 0.417
C -1.702 0.378 0.044 -0.464
S -1.054 -0.768 1.044 0.068
H -1.145 1.301 -0.179 0.200
H -2.614 0.140 -0.544 0.199

---

18
Properties=species:S:1:pos:R:3:nbo_charge:R:1 method="wB97M-V/def2-TZVPD" homo_lumo_gap_ev=11.0273 max_force_ev_per_a=4.233 relative_energy_ev=2.775 total_energy_ev=-9346.082 charge=+1 homo_energy_ev=-14.304
N -1.918 0.707 -0.448 -0.812
C -0.603 0.150 -0.355 0.442
O 0.481 1.128 -1.100 -0.838
C -0.310 -1.247 -0.842 -0.450
C 0.663 -1.420 0.325 -0.412
C 0.091 -0.198 0.987 -0.104
N 1.043 0.932 1.200 -0.715
H -2.297 0.632 -1.369 0.387
H -1.979 1.708 -0.254 0.387
H 0.301 1.193 -2.005 0.504
H -0.046 -1.456 -1.856 0.251
H -1.229 -1.921 -0.663 0.248
H 0.713 -2.228 0.988 0.244
H 1.750 -1.298 -0.153 0.232
H -0.509 -0.415 1.926 0.265
H 1.914 0.805 1.803 0.445
H 0.563 1.703 1.635 0.429
H 1.371 1.228 0.180 0.499

---

14
Properties=species:S:1:pos:R:3:nbo_charge:R:1 method="wB97M-V/def2-TZVPD" homo_lumo_gap_ev=9.1183 max_force_ev_per_a=7.368 relative_energy_ev=2.155 total_energy_ev=-28325.497 homo_energy_ev=-8.680
H -1.238 -1.441 -0.926 0.343
N -0.332 -0.783 -1.109 -0.766
C -0.522 0.264 -0.312 0.564
N -1.864 0.401 0.418 -0.823
S -3.072 -0.620 -0.391 0.151
N 0.385 1.049 0.158 -0.781
S 1.928 1.083 -0.525 0.440
C 2.422 -0.494 0.149 -0.791
H -1.860 0.576 1.414 0.396
H -3.965 0.383 -0.739 0.131
H 0.219 1.862 0.849 0.427
H 2.246 -0.523 1.193 0.217
H 3.642 -0.321 0.210 0.226
H 2.011 -1.436 -0.390 0.266

---

17
Properties=species:S:1:pos:R:3:nbo_charge:R:1 method="wB97M-V/def2-TZVPD" homo_lumo_gap_ev="7.8151 / 7.6611" max_force_ev_per_a=0.605 relative_energy_ev=6.081 total_energy_ev=-7414.954 homo_energy_ev="-7.451 / -7.612"
C -1.394 -1.223 -0.196 -0.473
C -0.478 -0.679 -1.104 -0.254
C 0.128 0.683 -0.903 -0.249
C -0.541 1.665 0.038 -0.610
C 1.075 -0.327 -0.342 -0.186
C 0.903 -0.787 1.048 -0.286
C 1.860 -0.324 1.728 -0.127
H -2.049 -0.581 0.387 0.203
H -1.765 -2.230 -0.370 0.213
H -0.190 -1.295 1.134 0.201
H -0.233 -1.220 -2.014 0.232
H 0.492 1.157 -1.816 0.221
H 0.145 2.489 0.262 0.218
H -1.452 2.079 -0.407 0.216
H -0.806 1.197 0.989 0.217
H 1.966 -0.601 -0.895 0.236
H 2.487 0.042 2.518 0.227

---

15
Properties=species:S:1:pos:R:3:nbo_charge:R:1 method="wB97M-V/def2-TZVPD" homo_lumo_gap_ev=9.4076 max_force_ev_per_a=4.093 relative_energy_ev=2.123 total_energy_ev=-11448.121 homo_energy_ev=-8.625
C -2.017 0.637 -0.014 -0.232
C -1.969 -0.736 -0.186 -0.201
C -0.868 1.392 0.246 -0.260
C -0.776 -1.451 -0.105 -0.279
C 0.286 0.679 0.325 -0.124
C 0.354 -0.706 0.155 0.237
C 2.323 0.169 0.410 0.494
O 1.676 -1.086 0.248 -0.527
O 3.058 0.610 -0.617 -0.663
H -2.962 1.154 -0.098 0.212
H -2.883 -1.275 -0.396 0.215
H -0.914 2.466 0.358 0.223
H -0.749 -2.520 -0.248 0.224
H 2.785 0.338 1.373 0.184
H 2.658 0.327 -1.451 0.496

---

11
Properties=species:S:1:pos:R:3:nbo_charge:R:1 method="wB97M-V/def2-TZVPD" homo_lumo_gap_ev=8.7612 max_force_ev_per_a=8.381 relative_energy_ev=4.505 total_energy_ev=-17776.529 homo_energy_ev=-8.167
C -2.963 0.170 -0.152 -0.403
C -1.745 -0.100 0.668 -0.381
S -0.215 -0.479 -0.347 0.347
C 0.727 0.821 -0.048 -0.547
C 2.080 0.647 0.031 0.203
F 2.246 -0.654 0.225 -0.340
H -3.177 0.141 -1.319 0.231
H -3.895 0.809 0.394 0.206
H -1.793 -0.097 1.849 0.246
H 0.504 2.030 -0.086 0.224
H 2.995 1.436 -0.305 0.214